{
  "formula": "C52H81N3O18S2",
  "method": "ωB97M-V with the def2-TZVPD basis set",
  "homo_ev": -8.71,
  "gap_ev": 8.069,
  "smiles": "CCCCCCCCN(CCCCCCCC)C(=S)SCCCc1cccc2nccnc12.C[C@@H]1COC(=O)O1.C[C@@H]1COC(=O)O1.C[C@@H]1COC(=O)O1.C[C@@H]1COC(=O)O1.C[C@@H]1COC(=O)O1.C[C@@H]1COC(=O)O1",
  "e_lumo_ha": -0.023,
  "total_charge": 0,
  "elements": ["C", "C", "C", "C", "C", "C", "C", "C", "N", "C", "C", "C", "C", "C", "C", "C", "C", "C", "S", "S", "C", "C", "C", "C", "C", "C", "C", "C", "N", "C", "C", "N", "C", "H", "H", "H", "H", "H", "H", "H", "H", "H", "H", "H", "H", "H", "H", "H", "H", "H", "H", "H", "H", "H", "H", "H", "H", "H", "H", "H", "H", "H", "H", "H", "H", "H", "H", "H", "H", "H", "H", "H", "H", "H", "H", "H", "H", "H", "C", "C", "C", "O", "C", "O", "O", "H", "H", "H", "H", "H", "H", "C", "C", "C", "O", "C", "O", "O", "H", "H", "H", "H", "H", "H", "C", "C", "C", "O", "C", "O", "O", "H", "H", "H", "H", "H", "H", "C", "C", "C", "O", "C", "O", "O", "H", "H", "H", "H", "H", "H", "C", "C", "C", "O", "C", "O", "O", "H", "H", "H", "H", "H", "H", "C", "C", "C", "O", "C", "O", "O", "H", "H", "H", "H", "H", "H"],
  "positions_angstrom": [[-0.51525, 2.58996, 0.92412], [-0.35717, 3.87843, 0.02105], [0.64545, 3.72067, -1.18700], [0.19064, 2.60698, -2.22952], [1.32042, 2.29138, -3.30797], [2.27068, 1.16417, -2.73230], [1.74164, -0.31719, -2.90768], [0.41864, -0.45294, -3.74649], [-0.20083, -1.80816, -3.72762], [0.72180, -2.87114, -4.15761], [0.05206, -4.32664, -4.09747], [0.56269, -5.00198, -2.73331], [2.03990, -5.57679, -2.87053], [2.05756, -7.17088, -2.89799], [2.66545, -7.79936, -1.56833], [3.75356, -8.91521, -1.90513], [5.24879, -8.45483, -1.54799], [-1.35154, -1.69710, -4.60855], [-1.41130, -2.12258, -6.19903], [-2.86234, -0.99481, -3.87057], [-2.79937, -1.28227, -2.05366], [-4.11426, -0.84794, -1.29441], [-4.77029, 0.48755, -1.84420], [-5.43773, 1.38692, -0.74893], [-5.12338, 2.82443, -0.81394], [-5.72303, 3.78498, 0.17834], [-6.60243, 3.24718, 1.19487], [-6.97013, 1.78811, 1.30776], [-7.82223, 1.43286, 2.34956], [-8.03538, 0.08830, 2.31086], [-7.49699, -0.86859, 1.30042], [-6.67025, -0.49371, 0.28799], [-6.38518, 0.86876, 0.31024], [0.46535, 2.11213, 1.18697], [-1.00132, 2.92610, 1.89018], [-1.22939, 1.84910, 0.46164], [0.07708, 4.68038, 0.69522], [-1.37716, 4.26495, -0.27106], [0.64507, 4.71113, -1.73791], [1.66263, 3.50803, -0.75108], [0.07481, 1.65983, -1.61047], [-0.81244, 2.84213, -2.67792], [1.94702, 3.23651, -3.37497], [0.92308, 2.09725, -4.33752], [3.29834, 1.33459, -3.15424], [2.35842, 1.35817, -1.61753], [1.62463, -0.88966, -1.94038], [2.54350, -0.88028, -3.48072], [0.65731, -0.18319, -4.82980], [-0.39513, 0.26778, -3.42674], [1.14080, -2.71648, -5.20489], [1.63812, -2.95682, -3.49895], [-1.06575, -4.28581, -4.00872], [0.30843, -4.95541, -4.98960], [0.52023, -4.16688, -1.96556], [-0.17377, -5.77861, -2.36029], [2.64837, -5.19818, -2.00016], [2.46851, -5.12299, -3.81604], [1.03238, -7.57745, -3.13773], [2.77105, -7.45413, -3.73019], [3.19685, -6.98837, -0.98937], [1.89804, -8.27214, -0.89596], [3.56074, -9.81144, -1.24039], [3.77801, -9.20301, -2.99364], [5.58896, -8.94509, -0.59269], [5.97435, -8.71303, -2.37748], [5.31134, -7.33771, -1.37998], [-2.64682, -2.38286, -1.84011], [-1.92826, -0.76366, -1.54868], [-3.98547, -0.74165, -0.18492], [-4.87253, -1.67216, -1.45553], [-5.48811, 0.30092, -2.69962], [-3.92680, 1.09217, -2.30469], [-4.43332, 3.21886, -1.60112], [-5.45628, 4.87249, 0.11899], [-7.03378, 3.97414, 1.93444], [-8.68417, -0.34175, 3.12546], [-7.76039, -1.95150, 1.38710], [8.77056, -12.35611, -2.98431], [7.93308, -12.69338, -1.77161], [6.72234, -13.53238, -2.06732], [5.85711, -13.19327, -0.98399], [6.18816, -11.92739, -0.60168], [5.55644, -11.26447, 0.15822], [7.33976, -11.52152, -1.20829], [8.14561, -12.03923, -3.82261], [9.44711, -11.52825, -2.76436], [9.35986, -13.21849, -3.30091], [8.56153, -13.15060, -0.99968], [6.93767, -14.60045, -2.07362], [6.22278, -13.26104, -3.00212], [-3.21085, 4.76348, 6.23223], [-2.05899, 4.76821, 5.25384], [-0.93945, 5.69870, 5.61557], [-0.35171, 5.96558, 4.33816], [-1.34725, 5.83015, 3.41755], [-1.25796, 6.14657, 2.27077], [-2.45999, 5.28558, 3.97913], [-3.49092, 5.77969, 6.51979], [-4.09386, 4.30789, 5.77906], [-2.95294, 4.21127, 7.13234], [-1.69864, 3.74536, 5.09859], [-0.21537, 5.24608, 6.29076], [-1.28109, 6.64812, 6.03898], [1.86951, -1.83814, -8.85046], [2.66511, -1.21385, -7.72722], [2.63682, 0.28771, -7.70625], [3.85365, 0.59603, -7.02577], [4.71238, -0.43364, -7.27484], [5.87164, -0.42579, -7.00640], [4.06408, -1.47322, -7.87366], [2.05517, -1.33147, -9.80073], [2.15619, -2.88233, -8.98930], [0.79987, -1.79107, -8.63856], [2.34844, -1.63606, -6.76731], [1.77768, 0.68806, -7.16801], [2.67819, 0.73777, -8.70262], [3.41071, 3.17869, 9.96067], [2.25950, 2.91757, 9.01618], [1.83747, 4.11187, 8.20801], [0.47315, 3.80418, 7.91626], [0.02588, 3.01289, 8.93660], [-1.11129, 2.71369, 9.10691], [1.05934, 2.61534, 9.73163], [3.27354, 4.11660, 10.50395], [3.47879, 2.38733, 10.70926], [4.35511, 3.23118, 9.41615], [2.48917, 2.05867, 8.37640], [2.41469, 4.22800, 7.29087], [1.86375, 5.05035, 8.76979], [-8.43253, 2.78917, 6.39365], [-7.71829, 3.44218, 7.55572], [-7.78223, 4.94327, 7.55918], [-6.61389, 5.28659, 8.30499], [-5.71964, 4.27473, 8.11648], [-4.57755, 4.31111, 8.44856], [-6.30837, 3.21507, 7.49253], [-8.20237, 3.29286, 5.45183], [-8.11345, 1.75129, 6.28227], [-9.51378, 2.81180, 6.54068], [-8.07982, 3.02117, 8.50011], [-8.67948, 5.32854, 8.04250], [-7.69355, 5.38461, 6.56197], [0.86441, 8.06307, -0.53239], [2.00769, 8.05726, -1.52113], [3.13574, 8.98533, -1.17094], [3.71366, 9.24348, -2.45053], [2.71180, 9.10847, -3.36612], [2.79723, 9.42041, -4.51107], [1.59850, 8.56909, -2.79222], [0.59132, 9.08155, -0.24611], [-0.02585, 7.61041, -0.97287], [1.12899, 7.51132, 0.37145], [2.36221, 7.03204, -1.67521], [3.86442, 8.53248, -0.49924], [2.80056, 9.93730, -0.74848]],
  "atomic_forces_ev_per_a": [[-0.8, 0.6, 0.1], [0.7, 0.1, 0.7], [-1.3, 0.1, -0.5], [0.6, -0.6, 0.7], [0.3, 0.9, 1.1], [-0.4, 0.5, 0.4], [0.4, -0.8, -0.7], [0.2, 1.1, -0.1], [-0.4, 0.1, -1.3], [0.8, -1.8, -1.0], [0.1, 0.0, 1.5], [-0.3, 0.5, -0.2], [-1.0, 0.1, 0.2], [0.9, 0.6, -0.1], [0.5, -0.4, -0.5], [0.9, 0.1, 0.9], [-0.1, 0.2, 0.1], [-0.3, -0.3, 0.8], [0.0, 0.3, 1.0], [0.7, -0.4, 0.0], [0.9, -0.4, 1.9], [-1.4, -0.3, -1.1], [0.4, 0.4, 0.2], [0.0, 2.6, 0.3], [-1.7, -1.6, 1.8], [-0.7, -3.0, 0.3], [1.0, 0.1, -1.3], [1.2, 2.2, -1.0], [1.1, -3.2, -2.2], [0.0, 0.0, -0.1], [0.5, 1.5, -0.1], [-1.6, 1.1, 2.5], [0.6, 0.7, -0.7], [-0.8, 0.4, -0.4], [0.5, -0.5, -1.0], [0.9, 0.6, 0.4], [-0.6, -0.8, -0.8], [1.1, -0.5, 0.1], [0.4, -1.0, 0.6], [-0.9, 0.1, -0.7], [-0.2, 0.9, -0.8], [0.9, 0.0, 0.4], [-0.7, -1.0, -0.2], [0.3, 0.0, 1.0], [-1.0, -0.6, 0.3], [0.0, -0.1, -1.3], [0.0, 0.9, -0.8], [-0.9, 0.5, 0.7], [-0.2, -0.3, 1.1], [1.1, -0.8, -0.2], [-0.7, 0.2, 1.0], [-1.2, 0.6, -0.5], [1.0, 0.3, -0.4], [-0.2, 0.6, 0.8], [0.1, -0.9, -0.7], [0.9, 0.7, -0.5], [-0.5, -0.5, -1.0], [-0.3, -0.7, 1.0], [1.1, 0.4, 0.2], [-1.0, 0.1, 0.8], [-0.7, -0.8, -0.5], [0.5, 0.7, -0.7], [0.1, 0.8, -1.1], [-0.5, 0.2, 1.1], [-0.3, 0.5, -1.1], [-0.8, 0.2, 1.0], [-0.1, -1.1, -0.3], [-0.1, 1.2, -0.5], [-0.8, -0.4, -0.9], [0.4, -0.3, -1.1], [0.8, 0.9, 0.4], [0.7, 0.0, 1.1], [-1.0, -0.4, 0.6], [-0.7, -0.6, 0.8], [-0.4, -1.3, 0.2], [0.4, -1.1, -0.7], [0.7, 0.5, -1.0], [0.2, 1.1, -0.1], [0.0, 0.3, -0.1], [0.7, 0.0, -0.7], [-0.1, -0.5, 0.0], [0.1, 0.4, 0.1], [-0.2, 0.3, 0.3], [0.1, -0.3, -0.2], [-0.5, -0.3, 0.3], [0.0, 0.0, 0.1], [0.0, -0.2, 0.1], [0.0, 0.0, 0.1], [-0.1, -0.1, 0.0], [-0.2, 0.0, 0.2], [0.2, 0.1, 0.0], [0.2, 0.2, -0.5], [-0.8, -0.2, 0.8], [0.5, 0.0, 0.4], [-0.3, 0.0, -0.5], [-0.2, 0.0, -0.3], [0.1, 0.0, 0.3], [0.7, 0.3, -0.5], [0.1, 0.0, 0.0], [0.1, -0.2, 0.0], [0.1, 0.0, -0.2], [0.1, 0.1, 0.0], [0.0, 0.1, -0.2], [-0.2, -0.1, 0.0], [0.1, -0.1, -0.3], [-0.7, -0.5, -0.6], [-0.3, 0.3, 0.2], [0.3, -0.3, -0.1], [0.5, -0.1, 0.0], [-0.3, 0.0, -0.1], [0.3, 0.5, 0.3], [0.0, 0.1, 0.1], [-0.1, 0.0, 0.1], [0.1, 0.0, 0.1], [0.0, 0.1, 0.0], [0.2, 0.1, 0.1], [-0.1, -0.2, 0.0], [-0.1, 0.0, 0.3], [0.9, 0.0, 0.5], [0.2, 0.2, -0.5], [-0.1, -0.3, 0.3], [-0.6, -0.3, 0.3], [0.3, 0.1, -0.1], [-0.4, 0.2, -0.5], [-0.1, 0.0, -0.1], [0.1, 0.0, -0.2], [-0.1, 0.0, 0.0], [-0.1, 0.1, -0.1], [-0.2, 0.0, -0.1], [0.1, -0.1, 0.1], [0.2, -0.1, -0.2], [-0.7, -0.5, -0.6], [-0.3, 0.3, 0.2], [0.3, -0.3, -0.1], [0.4, -0.1, 0.2], [-0.8, 0.0, 0.4], [0.3, 0.5, 0.3], [0.0, 0.0, 0.1], [-0.1, 0.0, 0.1], [0.1, 0.0, 0.1], [0.0, 0.1, 0.0], [0.2, 0.1, 0.1], [-0.1, -0.2, 0.0], [-0.3, 0.1, -0.1], [-0.7, -0.2, 0.8], [0.4, -0.1, 0.3], [-0.3, 0.0, -0.3], [-0.1, 0.1, -0.5], [0.0, -0.1, 0.3], [0.6, 0.2, -0.3], [0.1, 0.0, 0.0], [0.1, -0.1, 0.1], [0.0, 0.0, -0.1], [0.1, 0.1, 0.0], [0.1, 0.1, -0.2], [-0.2, -0.1, 0.0]]
}